Entry from the Open Molecules 2025 dataset: 2 unconnected molecules or ions with the total composition C3H9NO2 (ωB97M-V/def2-TZVPD).

```
! RIJCOSX wB97M-V def2-TZVPD def2/J DEFGRID3
* xyz 1 2
C -0.840 1.128 2.256
N 0.223 0.197 1.994
H 0.796 -0.096 0.190
H 0.696 -0.194 2.820
H -0.134 -0.643 1.505
H -1.034 1.711 1.347
H -0.621 1.691 3.157
H -1.790 0.586 2.425
C 0.408 -0.531 -2.895
C 0.397 -0.733 -1.426
O -0.060 -1.682 -0.853
O 1.043 0.204 -0.688
H -0.665 -0.523 -3.121
H 0.701 -1.456 -3.390
H 0.880 0.343 -3.320
*
```

HOMO energy (alpha / beta) in eV: -14.64 / -14.56
Expectation value of S²: 0.7542
LUMO energy (alpha / beta) in eV: -3.842 / -9.811

Mulliken atomic charge list, values in e, 5 entries: atom 1 (C): -0.6196, atom 2 (N): -0.2136, atom 3 (H): 0.2485, atom 4 (H): 0.3187, atom 5 (H): 0.4263


Entry from the Open Molecules 2025 dataset: a molecular structure, C3H9NO2 (ωB97M-V/def2-TZVPD).

```
! RIJCOSX wB97M-V def2-TZVPD def2/J DEFGRID3
* xyz 1 2
C 0.931 -1.608 -2.227
N 0.205 -1.870 -0.854
H -0.570 -2.376 -1.059
H 0.808 -2.412 -0.213
H -0.024 -0.506 -0.083
H 1.532 -2.526 -2.495
H 1.534 -0.807 -2.065
H 0.249 -1.111 -2.950
C -0.695 2.533 1.878
C -0.567 1.023 1.515
O 0.044 0.689 0.378
O -1.173 0.238 2.179
H -0.672 3.179 0.983
H 0.028 2.923 2.555
H -1.628 2.634 2.456
*
```

HOMO energy (alpha / beta) in eV: -15.55 / -15.49
Expectation value of S²: 0.7556
LUMO energy (alpha / beta) in eV: -3.589 / -8.975

Mulliken atomic charge list, values in e, 5 entries: atom 1 (C): -0.7532, atom 2 (N): -0.6516, atom 3 (H): 0.2707, atom 4 (H): 0.3171, atom 5 (H): 0.5179


Entry from the Open Molecules 2025 dataset: 2 unconnected molecules or ions with the total composition C3H9NO2 (ωB97M-V/def2-TZVPD).

```
! RIJCOSX wB97M-V def2-TZVPD def2/J DEFGRID3
* xyz 1 2
C 1.596 -0.473 0.706
N 0.910 -0.254 -0.509
C 0.080 0.884 -0.786
C -0.874 0.643 -1.933
O 1.726 -1.572 1.147
H 2.025 0.421 1.154
H 0.724 -1.077 -1.094
H -0.417 1.104 0.160
H 0.729 1.756 -0.990
H -1.318 -0.352 -1.892
H -1.681 1.362 -1.834
H -0.384 0.762 -2.906
H -0.352 -0.701 3.000
H -1.722 -1.173 2.554
O -1.043 -1.330 3.222
*
```

HOMO energy (alpha / beta) in eV: -14.83 / -14.83
Expectation value of S²: 0.7696
LUMO energy (alpha / beta) in eV: -4.678 / -9.439

Mulliken atomic charge list, values in e, 5 entries: atom 1 (C): -0.0172, atom 2 (N): 0.0767, atom 3 (C): -0.2097, atom 4 (C): -1.2442, atom 5 (O): -0.2562


Entry from the Open Molecules 2025 dataset: 2 unconnected molecules or ions with the total composition C3H9NO2S (ωB97M-V/def2-TZVPD).

```
! RIJCOSX wB97M-V def2-TZVPD def2/J DEFGRID3
* xyz -2 1
C 0.916 -0.602 1.169
C 2.460 -0.772 0.719
S 3.561 0.607 1.362
N -0.025 -1.085 0.080
C -0.594 -0.215 -1.130
O -1.722 0.510 -0.860
H 0.733 -1.236 2.031
H 0.659 0.522 1.302
H 2.390 -0.593 -0.390
H 2.761 -1.842 0.893
H -0.840 -1.539 0.436
H -0.686 -1.018 -1.877
H 0.217 0.528 -1.613
H -2.933 1.496 -0.895
H -3.448 2.914 -0.235
O -3.449 2.326 -0.992
*
```

HOMO energy in eV: 0.40
LUMO energy in eV: 6.192

Mulliken atomic charge list, values in e, 5 entries: atom 1 (C): -0.4707, atom 2 (C): -0.6122, atom 3 (S): -0.8045, atom 4 (N): -0.4816, atom 5 (C): -0.4735


Entry from the Open Molecules 2025 dataset: 2 unconnected molecules or ions with the total composition C3H9NO2S (ωB97M-V/def2-TZVPD).

```
! RIJCOSX wB97M-V def2-TZVPD def2/J DEFGRID3
* xyz 0 1
C 2.791 -1.911 -1.467
C -1.676 1.616 0.201
C -2.030 0.226 0.746
N 1.553 -0.259 0.233
O -1.041 -0.274 1.613
O -0.595 1.587 -0.699
S 1.750 -0.675 -1.251
H 2.947 -2.240 -2.475
H 3.331 -2.391 -0.671
H -2.525 2.017 -0.358
H -1.459 2.285 1.046
H -2.193 -0.462 -0.096
H -2.944 0.284 1.341
H 2.099 -0.737 0.938
H -0.185 -0.281 1.147
H 0.177 1.216 -0.248
*
```

HOMO energy in eV: -9.47
LUMO energy in eV: -0.551

Mulliken atomic charge list, values in e, 5 entries: atom 1 (C): -0.5028, atom 2 (C): -0.3761, atom 3 (C): -0.3333, atom 4 (N): -0.6786, atom 5 (O): -0.5269


Entry from the Open Molecules 2025 dataset: 2 unconnected molecules or ions with the total composition C3H9NO2S (ωB97M-V/def2-TZVPD).

```
! RIJCOSX wB97M-V def2-TZVPD def2/J DEFGRID3
* xyz 0 1
N -0.863 1.424 0.630
C 0.080 0.487 0.038
C 0.019 0.466 -1.501
O 0.690 -0.322 -2.132
C 1.540 0.570 0.490
S 1.685 0.556 2.323
H -1.817 1.357 0.341
H -0.426 2.330 0.717
H -0.394 -0.465 0.388
H -0.919 0.692 -2.032
H 2.077 1.491 0.193
H 2.128 -0.248 0.083
H 1.760 -0.725 2.763
O -1.706 -2.619 -1.105
H -2.204 -1.841 -0.896
H -1.649 -3.154 -0.301
*
```

HOMO energy in eV: -9.12
LUMO energy in eV: 0.447
SMILES: N[C@@H](C=O)CS.O

Mulliken atomic charge list, values in e, 5 entries: atom 1 (N): -0.5009, atom 2 (C): 0.5649, atom 3 (C): -0.2190, atom 4 (O): -0.4474, atom 5 (C): -0.8626


Entry from the Open Molecules 2025 dataset: 2 unconnected molecules or ions with the total composition C3H9NO2S (ωB97M-V/def2-TZVPD).

```
! RIJCOSX wB97M-V def2-TZVPD def2/J DEFGRID3
* xyz 0 1
C 2.194 0.904 -0.721
C 1.344 0.048 -0.168
C 1.217 -1.380 -0.598
N 0.440 0.425 0.844
H 2.842 0.622 -1.526
H 2.268 1.921 -0.371
H 1.591 -2.043 0.182
H 1.793 -1.553 -1.500
H 0.176 -1.628 -0.787
H 0.193 -0.334 1.465
H 0.721 1.253 1.352
O -3.878 -0.379 0.994
S -2.934 -0.144 -0.338
O -2.083 1.210 -0.020
H -4.712 0.095 0.898
H -1.174 0.985 0.295
*
```

HOMO energy in eV: -8.34
LUMO energy in eV: 0.789
SMILES: C=C(C)N.OSO

Mulliken atomic charge list, values in e, 5 entries: atom 1 (C): -1.0785, atom 2 (C): 0.9741, atom 3 (C): -1.2093, atom 4 (N): -0.6631, atom 5 (H): 0.2704


Entry from the Open Molecules 2025 dataset: 2 unconnected molecules or ions with the total composition C3H9NO2S (ωB97M-V/def2-TZVPD).

```
! RIJCOSX wB97M-V def2-TZVPD def2/J DEFGRID3
* xyz 0 1
N -1.614 -1.482 1.469
C -0.855 -0.883 0.500
O -0.756 -1.367 -0.605
C -0.161 0.407 0.876
C 1.264 0.401 0.397
S 2.152 1.997 0.469
H -1.792 -1.043 2.366
H -2.299 -2.139 1.134
H -0.241 0.638 1.944
H -0.758 1.200 0.437
H 1.861 -0.274 0.996
H 1.463 0.037 -0.607
H 1.816 2.351 -0.776
O 0.129 0.382 -3.037
H 0.173 0.102 -2.113
H -0.383 -0.326 -3.449
*
```

HOMO energy in eV: -9.27
LUMO energy in eV: 0.617
SMILES: NC(=O)CCS.O

Mulliken atomic charge list, values in e, 5 entries: atom 1 (N): -0.4286, atom 2 (C): 0.4841, atom 3 (O): -0.5871, atom 4 (C): -0.3393, atom 5 (C): -0.8247


Entry from the Open Molecules 2025 dataset: 2 unconnected molecules or ions with the total composition C3H9NO2S (ωB97M-V/def2-TZVPD).

```
! RIJCOSX wB97M-V def2-TZVPD def2/J DEFGRID3
* xyz 0 1
N 0.681 -0.749 -0.947
C -0.269 0.380 -0.986
C -1.578 -0.238 -1.404
O -2.311 -0.781 -0.609
C -0.424 1.127 0.348
S 1.126 1.906 0.852
H 0.309 -1.365 -0.218
H 1.556 -0.426 -0.540
H 0.081 1.082 -1.744
H -1.867 -0.228 -2.456
H -0.674 0.407 1.119
H -1.213 1.865 0.248
H 0.821 3.173 0.548
O 1.023 -2.971 1.363
H 0.532 -2.882 2.188
H 0.553 -3.671 0.888
*
```

HOMO energy in eV: -9.19
LUMO energy in eV: 0.674
SMILES: N[C@@H](C=O)CS.O

Mulliken atomic charge list, values in e, 5 entries: atom 1 (N): -0.6749, atom 2 (C): 0.1819, atom 3 (C): -0.1432, atom 4 (O): -0.4721, atom 5 (C): -0.7040


Entry from the Open Molecules 2025 dataset: C3H9NO2S in the gas phase (ωB97M-V/def2-TZVPD).

```
! RIJCOSX wB97M-V def2-TZVPD def2/J DEFGRID3
* xyz 0 1
C 0.778 -0.627 -1.075
C 1.721 1.255 0.246
C -0.484 0.122 0.803
N 0.797 0.106 0.205
O -2.181 -1.759 0.013
O -2.942 0.545 0.072
S -1.835 -0.210 -0.478
H 0.766 0.053 -2.011
H 1.757 -1.181 -1.221
H -0.010 -1.266 -1.108
H 2.573 1.088 1.026
H 2.202 1.509 -0.660
H 1.099 2.085 0.464
H -0.616 -0.854 1.592
H -0.874 0.924 1.427
H -2.750 -1.792 0.708
*
```

HOMO energy in eV: -8.23
LUMO energy in eV: 0.825

Mulliken atomic charge list, values in e, 5 entries: atom 1 (C): -1.1085, atom 2 (C): -0.9581, atom 3 (C): -0.4617, atom 4 (N): 0.0050, atom 5 (O): -0.4794


Entry from the Open Molecules 2025 dataset: 2 unconnected molecules or ions with the total composition C3H9NO3 (ωB97M-V/def2-TZVPD).

```
! RIJCOSX wB97M-V def2-TZVPD def2/J DEFGRID3
* xyz -1 2
C 2.039 -0.061 -0.267
N 0.793 0.202 0.192
C 0.079 -0.415 1.286
C -1.264 -1.026 0.888
O -1.200 -2.112 -0.025
O 2.569 0.575 -1.145
H 2.544 -0.913 0.213
H 0.239 0.799 -0.428
H -0.010 0.333 2.075
H 0.667 -1.230 1.722
H -1.897 -0.234 0.494
H -1.633 -1.481 1.812
H -1.883 -1.940 -0.670
H -1.838 2.457 -1.723
H -2.741 2.760 -0.542
O -1.871 2.333 -0.747
*
```

HOMO energy (alpha / beta) in eV: 0.70 / -6.49
Expectation value of S²: 0.7504
LUMO energy (alpha / beta) in eV: 3.617 / 3.567

Mulliken atomic charge list, values in e, 5 entries: atom 1 (C): -0.0838, atom 2 (N): -0.1878, atom 3 (C): -0.6283, atom 4 (C): -1.1084, atom 5 (O): -0.3223


Entry from the Open Molecules 2025 dataset: 2 unconnected molecules or ions with the total composition C3H9NO3 (ωB97M-V/def2-TZVPD).

```
! RIJCOSX wB97M-V def2-TZVPD def2/J DEFGRID3
* xyz 0 1
N 0.098 -1.387 0.989
C 0.467 -0.019 1.034
O -0.593 0.778 1.443
O 1.558 0.153 1.902
H 0.575 -1.890 0.244
H 0.305 -1.830 1.879
H 0.953 0.550 -0.015
H -1.113 0.294 2.099
H 1.633 1.080 2.156
C -1.187 0.287 -1.717
C 0.297 0.263 -1.546
O 1.059 -0.513 -2.088
H -1.645 0.568 -0.767
H -1.578 -0.686 -2.005
H -1.553 1.007 -2.446
H 0.725 1.344 -1.163
*
```

HOMO energy in eV: -9.50
LUMO energy in eV: 0.622
SMILES: NC(O)O.CC=O

Mulliken atomic charge list, values in e, 5 entries: atom 1 (N): -0.6267, atom 2 (C): 0.4089, atom 3 (O): -0.4905, atom 4 (O): -0.5422, atom 5 (H): 0.2485